{"formula": "C5H12ErMgO3", "method": "ωB97M-V/def2-TZVPD", "homo_energy_ev": [-9.6, -10.2], "spin_multiplicity": 4, "charge": 1, "de_lowest_ev": 2.636, "max_force_ha_per_bohr": 0.069, "s2": 3.7556, "species": ["H", "H", "H", "H", "Mg", "O", "H", "C", "H", "H", "H", "C", "H", "O", "O", "C", "H", "C", "Er", "H", "C", "H"], "coordinates": [[-1.0223, -2.3813, 1.4305], [0.1961, 0.3187, 1.5280], [1.2069, -2.4147, -0.9955], [-3.5657, -0.0736, 0.4702], [-0.3329, 0.3572, -0.9058], [-0.6072, -1.6304, -0.4944], [0.3250, -3.4339, 0.0823], [-3.1161, 1.8528, -1.2989], [-1.6130, -0.3435, 2.3629], [-0.3237, -3.3412, -1.5645], [-3.8763, 1.2041, -1.7584], [-1.5206, -0.3005, 1.2732], [-3.5865, 2.5968, -0.6393], [1.0098, 0.7549, 0.4159], [-2.2117, 1.0467, -0.5749], [-1.4497, -1.6934, 0.6870], [-2.5293, 2.3545, -2.0768], [0.1893, -2.7653, -0.7806], [3.4862, 0.9642, -0.0356], [-2.9349, 1.3575, 1.3409], [-2.6564, 0.5113, 0.6960], [-2.3945, -2.1480, 0.3422]], "forces_ev_per_angstrom": [[0.205, 0.137, -0.412], [-0.429, 0.408, -3.475], [-0.315, -0.197, -0.567], [0.213, 0.030, 0.119], [0.075, -0.269, 2.333], [0.315, 0.252, -0.288], [-0.398, 0.371, -0.003], [-0.501, 0.095, -0.357], [-0.133, -0.070, -0.218], [0.689, 0.108, -0.028], [0.038, 0.370, 0.079], [0.012, -0.245, 0.810], [0.152, -0.212, -0.225], [1.684, -0.292, 0.576], [1.175, 0.019, -0.605], [-0.245, 0.086, 0.847], [-0.338, 0.011, 0.126], [0.206, -0.679, 0.005], [-2.582, -0.154, 0.600], [0.115, -0.171, -0.183], [0.036, 0.059, 0.688], [0.025, 0.342, 0.178]]}

{"formula": "C5H12F2", "method": "ωB97M-V/def2-TZVPD", "homo_energy_ev": -11.8, "smiles": "CC(C)F.CCF", "de_lowest_ev": 0.000, "max_force_ha_per_bohr": 0.011, "species": ["H", "C", "C", "C", "H", "H", "H", "H", "H", "H", "H", "H", "H", "F", "C", "F", "H", "C", "H"], "coordinates": [[0.6240, 0.4955, -1.6447], [2.2983, 0.0125, 1.3663], [0.8775, 0.7355, -0.6074], [-2.6856, 1.1359, 0.1136], [-1.3832, -0.4428, 0.8237], [1.3829, -1.2912, -0.0868], [-3.3635, 1.3257, -0.7247], [-3.2564, 1.2080, 1.0418], [2.7610, 0.9994, 1.4053], [3.0272, -0.7288, 1.6966], [-1.4898, -0.3241, -0.9473], [-0.0454, 0.7632, -0.0225], [1.4519, 0.0002, 2.0586], [2.9654, -0.3293, -0.8700], [1.8379, -0.2933, -0.0450], [-3.0496, -1.2026, -0.0200], [-1.9132, 1.9119, 0.1193], [-2.0567, -0.2335, -0.0150], [1.3345, 1.7281, -0.5835]], "forces_ev_per_angstrom": [[0.042, 0.032, 0.140], [-0.043, -0.041, -0.043], [0.113, 0.128, -0.026], [-0.085, 0.057, -0.043], [-0.165, -0.114, -0.050], [0.114, 0.071, -0.033], [0.129, -0.031, 0.116], [0.059, -0.006, -0.057], [0.003, 0.002, -0.011], [-0.044, 0.032, -0.010], [-0.229, -0.134, 0.126], [0.536, 0.123, -0.096], [0.044, -0.018, -0.072], [0.080, -0.061, -0.089], [-0.292, 0.075, 0.215], [-0.089, -0.132, 0.030], [-0.130, -0.087, -0.007], [-0.047, 0.170, -0.084], [0.003, -0.066, -0.006]]}

{"formula": "C5H12FNP", "method": "ωB97M-V/def2-TZVPD", "homo_energy_ev": [-12.3, -12.3], "charge": 1, "de_lowest_ev": 2.395, "max_force_ha_per_bohr": 0.087, "species": ["C", "H", "H", "H", "H", "H", "F", "C", "H", "C", "H", "C", "H", "P", "N", "H", "C", "H", "H", "H"], "coordinates": [[0.0777, -0.4208, -0.2749], [2.4879, -0.9338, 1.8191], [2.1264, -0.6443, -1.5806], [-2.4959, 1.0079, 0.7184], [-1.1042, -1.1461, -2.0989], [-2.6259, -0.5580, 1.5948], [1.3453, 1.7650, -1.1591], [-0.6242, -0.1747, 1.0310], [-0.5290, -0.8855, 1.7895], [-2.1229, -0.0297, 0.8090], [-1.0638, 0.6440, -1.7675], [-1.0403, -0.3121, -1.2222], [3.4539, -0.1210, 0.6737], [1.6668, -1.2296, -0.3679], [-2.3582, -0.4119, -0.5849], [-3.0764, -0.0623, -1.2275], [2.4799, -0.2919, 0.8990], [-0.3069, 0.7217, 1.5087], [1.9159, 0.6556, 1.1775], [1.7940, 2.4275, -1.7372]], "forces_ev_per_angstrom": [[-1.720, -1.249, 0.480], [0.036, 0.567, -0.652], [-0.171, -0.342, 0.176], [0.622, 0.065, 1.639], [1.059, 1.818, 1.745], [-0.767, -0.455, -0.069], [1.301, 2.005, -1.686], [-0.645, 0.923, -0.791], [0.999, -1.630, 0.946], [-1.329, 2.281, -1.777], [1.066, 0.086, -0.061], [-1.597, -2.126, -3.611], [2.912, 0.736, -0.797], [-1.506, 1.052, -1.211], [1.690, -2.176, -0.258], [0.174, 0.208, 1.304], [-2.848, 0.102, 3.296], [0.926, 1.011, 0.266], [1.066, -1.130, -0.571], [-1.268, -1.746, 1.631]]}

{"formula": "C5H12FOS2", "method": "ωB97M-V/def2-TZVPD", "homo_energy_ev": -13.0, "charge": 1, "max_force_ha_per_bohr": 0.058, "species": ["C", "S", "H", "H", "C", "H", "H", "H", "O", "H", "C", "S", "H", "H", "F", "H", "H", "C", "H", "H", "C"], "coordinates": [[2.7058, 0.5350, 0.1288], [0.2088, 0.1139, 0.4061], [2.5122, 1.5667, -0.2436], [4.4110, -0.8602, 0.2031], [4.0958, 0.0281, -0.3866], [-4.1696, -0.6284, -0.9000], [2.8083, 0.6030, 1.2392], [-4.3008, 1.3214, 0.2147], [1.6395, -0.3923, -0.2304], [-2.9835, 0.8091, 1.3062], [-3.1252, -0.3119, -0.6675], [-2.3085, -1.7700, 0.0502], [4.8746, 0.8081, -0.2459], [0.0231, -2.2785, 0.4285], [-0.4467, 0.9290, -0.8233], [-0.7065, -1.5280, 1.8585], [-2.6667, 1.8116, -0.2084], [-3.2423, 0.9701, 0.2411], [4.0395, -0.2766, -1.4533], [-2.7136, -0.0073, -1.6583], [-0.6551, -1.4430, 0.7409]], "forces_ev_per_angstrom": [[2.559, 1.342, 0.755], [1.805, 0.404, -0.726], [-0.207, -0.877, -0.048], [-0.246, 0.549, -0.399], [-0.756, -0.644, -0.026], [0.932, -0.471, 0.402], [-0.505, -0.166, -0.760], [0.748, -0.309, 0.171], [-2.627, 0.394, 0.904], [-0.024, 0.034, -0.626], [-0.291, 1.749, -0.154], [-0.662, -0.513, -0.497], [-0.739, -0.348, -0.132], [-0.474, 0.804, -0.150], [0.547, -1.712, 0.992], [0.180, 0.823, -0.782], [-0.202, -0.658, 0.586], [-0.503, 0.249, -0.572], [0.099, 0.374, 0.628], [-0.009, -0.529, 0.788], [0.376, -0.494, -0.354]]}

{"formula": "C5H12GaNO7P", "method": "ωB97M-V/def2-TZVPD", "homo_energy_ev": -5.2, "charge": -1, "max_force_ha_per_bohr": 0.027, "species": ["O", "C", "O", "O", "H", "H", "O", "O", "H", "H", "H", "C", "P", "H", "H", "H", "Ga", "C", "H", "O", "N", "H", "H", "C", "O", "C", "H"], "coordinates": [[-1.7554, -0.7009, 1.3338], [1.7964, 2.9765, 0.1919], [2.2358, 3.9877, 0.6182], [-2.4941, -0.1258, -0.7195], [2.7082, 2.8542, -2.6710], [1.9146, 0.2987, -2.7049], [5.8400, 1.2706, -2.0063], [-3.1460, -2.0032, 0.1158], [-2.2929, 1.7603, 0.1309], [-0.7524, 0.9808, -0.3322], [-3.7365, -1.5962, 2.7722], [-2.3933, -0.9160, 0.3394], [4.6554, 0.9380, -0.9135], [-3.5336, -3.8812, 0.7522], [-5.0960, -2.2913, 1.9013], [-1.8377, 1.6104, -1.5741], [2.5289, 1.4828, -1.8443], [-3.1733, -2.9492, 1.1861], [-2.1643, -3.1292, 1.5572], [4.7337, -0.6933, -0.6989], [1.3756, 1.9613, -0.3031], [4.2018, -0.8869, 0.0729], [-4.1845, -3.2822, 3.0596], [-1.7939, 1.1269, -0.6024], [4.8819, 1.5863, 0.3996], [-4.1023, -2.5059, 2.2976], [5.5836, 2.1268, -2.3585]], "forces_ev_per_angstrom": [[0.044, -0.042, 0.182], [0.411, 0.177, -0.261], [-0.436, -0.134, 0.250], [-0.078, 0.023, -0.084], [0.073, -0.120, 0.063], [-0.057, -0.008, 0.198], [-0.190, -0.956, 0.434], [-0.013, -0.161, -0.100], [0.057, -0.068, 0.082], [-0.024, -0.015, 0.089], [0.089, -0.046, 0.007], [-0.050, 0.178, -0.169], [-0.967, 0.207, 0.700], [-0.015, 0.093, -0.191], [-0.017, -0.119, -0.020], [-0.105, -0.181, -0.075], [-0.040, 0.138, -0.626], [-0.071, -0.257, 0.287], [0.026, 0.160, -0.002], [0.805, 0.284, -1.084], [0.207, 0.073, 0.123], [-0.087, 0.005, 0.357], [-0.004, -0.026, -0.029], [0.154, 0.183, -0.007], [0.263, 0.138, 0.069], [-0.032, 0.232, 0.043], [0.057, 0.242, -0.236]]}

{"formula": "C5H12MgO3Yb", "method": "ωB97M-V/def2-TZVPD", "homo_energy_ev": [-3.7, -3.7], "de_lowest_ev": 1.687, "max_force_ha_per_bohr": 0.044, "species": ["C", "C", "H", "C", "Mg", "H", "O", "H", "H", "H", "H", "C", "H", "H", "H", "O", "H", "H", "C", "Yb", "O", "H"], "coordinates": [[-0.1712, 2.3792, 0.2786], [0.1461, 1.8130, -2.0491], [3.2811, 0.2132, 2.5384], [0.6778, 1.2517, 2.4111], [1.0206, -0.3686, -0.1257], [-0.7793, 2.3851, -2.2022], [1.3689, 0.1698, 1.7765], [0.6124, 3.1444, 0.3986], [0.0593, 0.8867, -2.6304], [-1.1118, 2.3585, 2.1789], [0.3479, 0.9133, 3.4033], [2.3942, -0.4345, 2.5531], [0.9998, 2.4365, -2.3465], [1.3999, 2.0741, 2.5367], [-1.2467, 0.7631, 1.3648], [-0.0145, -1.8546, -0.4828], [2.0477, -0.5847, 3.5852], [-1.0698, 2.8755, -0.1121], [-0.5138, 1.6649, 1.5713], [-0.3585, -3.1189, -2.5196], [0.3160, 1.4388, -0.6877], [2.6199, -1.4036, 2.0941]], "forces_ev_per_angstrom": [[0.081, 0.198, -0.226], [-0.030, 0.232, -0.587], [-0.100, -0.210, 0.140], [0.113, -0.122, 0.194], [-1.174, -1.673, -0.694], [0.156, -0.163, 0.267], [-0.225, 0.146, -0.108], [-0.254, -0.060, 0.249], [0.281, 0.251, 0.061], [0.189, -0.069, -0.091], [0.084, 0.051, -0.203], [0.336, -0.059, 0.223], [-0.186, -0.249, -0.189], [-0.278, -0.018, 0.033], [1.607, 1.543, 0.286], [0.478, -0.032, -1.237], [0.084, 0.003, -0.289], [0.198, -0.216, -0.048], [-1.383, -1.050, -0.033], [0.428, 1.167, 1.653], [-0.371, 0.102, 0.454], [-0.035, 0.225, 0.145]]}